No. 1
{
  "formula": "C6H9N3",
  "method": "ωB97M-V with the def2-TZVPD basis set",
  "spin_multiplicity": 1,
  "total_charge": 0,
  "max_force_ev_per_a": 1.6,
  "e_above_lowest_kcal_mol": 65.4,
  "lumo_energy_ev": 0.41,
  "homo_lumo_gap_ev": 9.7,
  "total_energy_ha": -398.1712,
  "elements": ["C", "C", "N", "C", "C", "C", "N", "C", "N", "H", "H", "H", "H", "H", "H", "H", "H", "H"],
  "xyz": [[0.031, 0.887, 1.439], [-2.152, -0.751, 0.540], [0.093, 0.209, 0.149], [-0.860, -0.763, -0.231], [1.265, 0.343, -0.575], [1.379, 0.801, -1.818], [-0.732, -1.592, -1.180], [2.949, 0.210, 0.492], [2.448, -0.677, -0.106], [0.177, -1.568, -1.636], [-0.730, 1.665, 1.406], [0.934, 1.403, 1.765], [-0.189, 0.213, 2.268], [-2.815, -1.484, 0.082], [-2.627, 0.233, 0.510], [-1.997, -1.036, 1.586], [0.498, 1.106, -2.362], [2.328, 0.800, -2.330]],
  "atomic_forces_ev_per_a": [[-0.665, 0.319, 0.591], [-0.022, -0.038, 0.096], [0.591, 0.165, 0.266], [0.033, -0.012, -0.032], [-0.007, -1.162, -1.079], [0.108, -0.140, 0.602], [-0.011, -0.119, -0.036], [0.862, 1.025, 0.844], [-1.106, -0.130, -0.633], [0.042, 0.148, 0.061], [-0.183, -0.026, 0.094], [0.375, -0.251, -0.730], [-0.161, -0.168, -0.187], [0.107, 0.100, 0.024], [0.082, -0.057, 0.080], [-0.014, 0.119, -0.108], [-0.068, 0.405, 0.176], [0.036, -0.178, -0.029]]
}

=====

No. 2
{
  "formula": "C6H9N3",
  "method": "ωB97M-V with the def2-TZVPD basis set",
  "spin_multiplicity": 1,
  "total_charge": 2,
  "max_force_ev_per_a": 5.1,
  "e_above_lowest_kcal_mol": 51.2,
  "lumo_energy_ev": -11.60,
  "homo_lumo_gap_ev": 8.8,
  "total_energy_ha": -397.4565,
  "elements": ["C", "C", "C", "C", "C", "C", "N", "N", "N", "H", "H", "H", "H", "H", "H", "H", "H", "H"],
  "xyz": [[2.357, -0.695, 0.101], [0.368, 0.732, 0.119], [-1.326, -0.805, 0.096], [-0.021, -1.717, -0.088], [-1.046, 0.640, 0.064], [-1.959, 1.756, 0.015], [1.444, 1.389, -0.103], [2.545, 0.731, -0.096], [1.129, -0.974, 0.279], [3.200, -1.244, 0.088], [-1.725, -0.945, 1.115], [-1.858, -1.134, -0.816], [-0.051, -2.643, 0.488], [-0.083, -1.991, -1.140], [-2.069, 1.966, -1.088], [-1.630, 2.529, 0.665], [-2.778, 1.393, 0.593], [3.502, 1.012, -0.291]],
  "atomic_forces_ev_per_a": [[-3.571, 2.935, 0.157], [2.852, -2.519, 0.027], [1.318, -1.225, -0.371], [-1.831, -0.874, 0.911], [3.347, -0.949, -0.132], [0.237, -0.997, -0.061], [0.070, 1.415, 0.083], [-1.344, -2.967, 0.591], [-0.555, 4.756, -1.618], [2.698, -2.323, -0.059], [-0.846, -0.458, -0.453], [-1.287, 0.388, 1.013], [-0.441, 0.019, 0.019], [0.969, 0.004, -0.122], [-0.537, 0.297, 1.000], [0.888, 1.399, -0.301], [-1.774, -0.238, -0.636], [-0.194, 1.338, -0.047]]
}

=====

No. 3
{
  "formula": "C6H9N3O",
  "method": "ωB97M-V with the def2-TZVPD basis set",
  "smiles": "CC(=O)Nc1nccn1C",
  "spin_multiplicity": 1,
  "total_charge": 0,
  "max_force_ev_per_a": 13.2,
  "e_above_lowest_kcal_mol": 63.1,
  "lumo_energy_ev": 0.54,
  "homo_lumo_gap_ev": 9.2,
  "total_energy_ha": -473.4492,
  "elements": ["C", "C", "O", "N", "C", "N", "C", "C", "N", "C", "H", "H", "H", "H", "H", "H", "H", "H", "H"],
  "xyz": [[2.083, 0.748, 0.083], [1.326, 1.416, -1.026], [1.839, 2.132, -1.919], [-0.086, 1.192, -1.132], [-0.833, 0.583, -0.124], [-1.743, 1.191, 0.574], [-2.348, 0.235, 1.404], [-1.733, -0.966, 1.086], [-0.761, -0.655, 0.154], [0.131, -1.734, -0.505], [2.396, -0.442, -0.355], [1.436, 0.666, 1.012], [2.882, 1.351, 0.345], [-0.612, 2.043, -1.211], [-2.937, 0.190, 2.094], [-1.907, -1.925, 1.723], [0.449, -1.459, -1.514], [0.963, -2.134, 0.089], [-0.545, -2.431, -0.779]],
  "atomic_forces_ev_per_a": [[-1.853, -4.040, -0.682], [0.090, 1.859, -3.046], [-1.049, -1.933, 2.887], [0.430, 0.220, 0.971], [-0.094, 2.672, -0.140], [-1.772, 1.486, 1.429], [8.970, -1.832, -9.513], [-0.852, -0.560, 2.340], [2.147, -7.164, 0.026], [0.118, 2.923, 0.382], [-0.654, 3.821, 1.598], [0.669, -0.302, -1.169], [1.999, 0.748, 0.126], [0.310, 0.865, -1.157], [-7.123, 1.261, 7.483], [0.864, 1.592, -1.909], [0.405, 0.875, 0.459], [-0.521, 0.450, 0.085], [-2.082, -2.939, -0.171]]
}

=====

No. 4
{
  "formula": "C6H9N3O",
  "method": "ωB97M-V with the def2-TZVPD basis set",
  "smiles": "C=N/C(C)=C(/N)C#N.C=O",
  "spin_multiplicity": 1,
  "total_charge": 0,
  "max_force_ev_per_a": 4.8,
  "e_above_lowest_kcal_mol": 90.1,
  "lumo_energy_ev": -0.21,
  "homo_lumo_gap_ev": 7.2,
  "total_energy_ha": -473.4062,
  "elements": ["C", "N", "C", "C", "C", "N", "C", "N", "H", "H", "H", "H", "H", "H", "H", "C", "O", "H", "H"],
  "xyz": [[-2.751, 1.651, -0.140], [-1.650, 1.381, 0.430], [-0.630, 0.567, 0.075], [0.757, 1.151, 0.093], [-0.941, -0.765, -0.268], [-0.100, -1.649, -0.847], [-2.238, -1.248, -0.303], [-3.253, -1.827, -0.360], [-3.494, 2.298, 0.362], [-3.051, 1.206, -1.114], [1.500, 0.615, 0.788], [0.634, 2.205, 0.322], [1.154, 0.806, -0.852], [-0.411, -2.607, -0.567], [0.966, -1.447, -0.681], [3.388, -0.638, 0.713], [2.767, -0.715, -0.309], [2.961, -0.920, 1.755], [4.391, -0.062, 0.903]],
  "atomic_forces_ev_per_a": [[0.255, -0.801, -0.185], [-1.291, 2.161, 1.288], [-0.836, -3.375, -0.776], [-0.029, -1.858, 1.014], [1.171, 4.639, 0.287], [3.790, -2.190, 0.499], [-3.926, -1.477, 0.172], [1.678, 1.079, 0.155], [0.561, -0.306, -0.225], [0.240, 0.250, 0.354], [-1.837, 1.258, -0.382], [0.583, 0.049, -0.431], [0.462, 1.088, -0.654], [1.081, 0.884, -0.588], [-2.748, -0.778, -0.348], [0.558, 1.249, 2.348], [1.244, -0.618, 0.075], [0.226, -0.218, -1.481], [-1.181, -1.035, -1.123]]
}

=====

No. 5
{
  "formula": "C6H9N3O2",
  "method": "ωB97M-V with the def2-TZVPD basis set",
  "smiles": "N#C/C=C/N.O=C1CCON1",
  "spin_multiplicity": 1,
  "total_charge": 0,
  "max_force_ev_per_a": 2.5,
  "e_above_lowest_kcal_mol": 91.9,
  "lumo_energy_ev": 0.49,
  "homo_lumo_gap_ev": 9.3,
  "total_energy_ha": -548.6749,
  "elements": ["N", "C", "C", "C", "N", "H", "H", "H", "H", "O", "C", "C", "C", "O", "N", "H", "H", "H", "H", "H"],
  "xyz": [[-1.350, -0.095, -2.403], [-0.386, 0.262, -1.847], [0.784, 0.708, -1.168], [1.363, 1.878, -1.509], [2.477, 2.410, -0.945], [1.173, 0.107, -0.380], [0.931, 2.489, -2.301], [2.857, 3.298, -1.245], [2.962, 1.937, -0.194], [-0.917, -2.017, -1.118], [-1.146, -1.602, -0.001], [-0.499, -1.993, 1.316], [-0.722, -0.717, 2.116], [-1.981, -0.219, 1.645], [-2.090, -0.641, 0.312], [0.557, -2.260, 1.166], [-1.031, -2.851, 1.757], [-0.819, -0.862, 3.203], [0.071, 0.022, 1.914], [-2.235, 0.145, -0.320]],
  "atomic_forces_ev_per_a": [[1.730, 1.795, 0.381], [-1.419, 0.354, -1.784], [-0.309, 0.471, -0.519], [-0.004, 0.181, -0.068], [0.296, 0.136, 0.180], [0.284, -0.471, 0.432], [0.059, -0.197, 0.128], [-0.275, -0.429, 0.069], [-0.185, 0.123, -0.267], [-0.017, -1.241, 1.767], [-0.287, -0.518, -0.570], [0.340, -0.122, 0.266], [0.147, -0.098, 0.416], [0.024, 0.007, 0.380], [0.028, 0.106, -0.347], [-0.435, 0.086, 0.036], [0.156, 0.269, -0.199], [0.030, 0.078, -0.424], [-0.157, -0.109, 0.023], [-0.004, -0.419, 0.100]]
}

=====

No. 6
{
  "formula": "C6H9N3O4",
  "method": "ωB97M-V with the def2-TZVPD basis set",
  "spin_multiplicity": 1,
  "total_charge": 0,
  "max_force_ev_per_a": 4.7,
  "e_above_lowest_kcal_mol": 171.5,
  "lumo_energy_ev": -1.81,
  "homo_lumo_gap_ev": 8.3,
  "total_energy_ha": -698.9212,
  "elements": ["C", "C", "C", "C", "C", "C", "N", "N", "N", "O", "O", "O", "O", "H", "H", "H", "H", "H", "H", "H", "H", "H"],
  "xyz": [[1.689, 0.313, 1.516], [-1.148, 1.431, 0.468], [-1.080, -0.337, -1.437], [-1.028, -1.097, 0.897], [1.562, 0.058, 0.148], [-0.971, 0.085, -0.046], [1.681, 0.490, 2.648], [1.609, 1.170, -0.693], [1.607, -1.255, -0.318], [1.549, 2.224, -0.076], [1.772, -2.180, 0.462], [1.621, 1.050, -1.898], [1.286, -1.471, -1.528], [-2.100, 1.396, 0.838], [-0.647, 1.562, 1.431], [-0.874, 2.060, -0.391], [-0.130, -0.723, -1.762], [-1.896, -0.973, -1.752], [-1.234, 0.599, -2.076], [-0.099, -1.778, 0.982], [-1.287, -0.808, 2.006], [-1.882, -1.817, 0.581]],
  "atomic_forces_ev_per_a": [[0.072, -0.314, 0.342], [3.084, -0.656, -1.375], [-1.443, 4.250, -1.460], [-1.352, -1.142, 2.362], [-0.484, -1.094, -0.084], [0.136, -3.518, 1.288], [0.034, 0.103, 0.554], [-0.045, 0.445, -0.509], [-0.618, -0.679, -2.528], [0.234, 0.735, -0.244], [0.347, 0.328, 0.541], [0.167, 0.388, -0.257], [1.647, -0.134, 1.711], [-3.321, 0.489, 0.220], [0.731, 0.262, -0.391], [-0.628, 0.816, 0.987], [0.617, -0.615, -0.279], [-0.039, -0.688, 0.699], [0.310, -1.045, 0.655], [-1.467, 1.130, -0.368], [0.637, -0.265, -2.117], [1.381, 1.203, 0.254]]
}

=====

Repeat the fourth record exactly.
{
  "formula": "C6H9N3O",
  "method": "ωB97M-V with the def2-TZVPD basis set",
  "smiles": "C=N/C(C)=C(/N)C#N.C=O",
  "spin_multiplicity": 1,
  "total_charge": 0,
  "max_force_ev_per_a": 4.8,
  "e_above_lowest_kcal_mol": 90.1,
  "lumo_energy_ev": -0.21,
  "homo_lumo_gap_ev": 7.2,
  "total_energy_ha": -473.4062,
  "elements": ["C", "N", "C", "C", "C", "N", "C", "N", "H", "H", "H", "H", "H", "H", "H", "C", "O", "H", "H"],
  "xyz": [[-2.751, 1.651, -0.140], [-1.650, 1.381, 0.430], [-0.630, 0.567, 0.075], [0.757, 1.151, 0.093], [-0.941, -0.765, -0.268], [-0.100, -1.649, -0.847], [-2.238, -1.248, -0.303], [-3.253, -1.827, -0.360], [-3.494, 2.298, 0.362], [-3.051, 1.206, -1.114], [1.500, 0.615, 0.788], [0.634, 2.205, 0.322], [1.154, 0.806, -0.852], [-0.411, -2.607, -0.567], [0.966, -1.447, -0.681], [3.388, -0.638, 0.713], [2.767, -0.715, -0.309], [2.961, -0.920, 1.755], [4.391, -0.062, 0.903]],
  "atomic_forces_ev_per_a": [[0.255, -0.801, -0.185], [-1.291, 2.161, 1.288], [-0.836, -3.375, -0.776], [-0.029, -1.858, 1.014], [1.171, 4.639, 0.287], [3.790, -2.190, 0.499], [-3.926, -1.477, 0.172], [1.678, 1.079, 0.155], [0.561, -0.306, -0.225], [0.240, 0.250, 0.354], [-1.837, 1.258, -0.382], [0.583, 0.049, -0.431], [0.462, 1.088, -0.654], [1.081, 0.884, -0.588], [-2.748, -0.778, -0.348], [0.558, 1.249, 2.348], [1.244, -0.618, 0.075], [0.226, -0.218, -1.481], [-1.181, -1.035, -1.123]]
}

=====

What is the formula in the fifth record?
C6H9N3O2